# 1
98
Properties=species:S:1:pos:R:3:forces:R:3 method="wB97M-V/def2-TZVPD" gap_ev="6.297 / 6.553" e_tot_ev=-225199.821 multiplicity=5 total_charge=0 molar_mass_g_mol=1230.50 relative_energy_kcal_mol=8.86
Ir -0.25993 1.36378 -1.05055 -0.356 1.038 1.645
C -1.27778 -1.57903 1.00238 0.202 -0.015 -0.117
C -1.76253 -1.98025 2.39169 -0.041 0.095 -0.157
As -2.13510 -3.90504 2.59493 0.014 0.007 0.050
C -3.49164 -4.09253 1.20733 -0.114 -0.042 -0.038
C -3.77381 -5.37222 0.72669 -0.052 0.084 -0.020
C -4.79302 -5.57648 -0.19314 0.012 0.035 0.015
C -5.55815 -4.50283 -0.63355 0.032 -0.006 0.013
C -5.30298 -3.23009 -0.14376 0.037 -0.023 0.037
C -4.27857 -3.02633 0.77510 -0.028 -0.066 -0.018
C -0.54031 -4.51034 1.63883 0.070 -0.169 -0.052
C -0.49651 -4.85947 0.29096 0.084 0.013 0.046
C 0.69941 -5.26629 -0.29192 -0.026 0.027 0.041
C 1.86368 -5.32114 0.46340 -0.034 0.029 0.028
C 1.83142 -4.96571 1.80670 -0.038 0.028 -0.035
C 0.63373 -4.57033 2.39027 0.012 -0.025 -0.085
P -1.05063 0.21624 0.77857 -0.008 0.600 -0.930
C 0.02455 0.72621 2.14504 0.062 0.048 0.012
C 1.07272 -0.09881 2.55004 0.009 -0.076 0.082
C 2.01289 0.35838 3.46303 -0.017 0.020 -0.017
C 1.91659 1.64823 3.97291 -0.024 -0.039 -0.032
C 0.88205 2.47934 3.56256 0.016 -0.059 -0.027
C -0.05766 2.02431 2.64607 0.024 0.075 0.023
C -2.72004 0.83959 1.14400 -0.062 0.052 -0.063
C -3.59525 0.93983 0.06205 -0.054 -0.029 0.021
C -4.90342 1.35992 0.25241 0.017 -0.008 0.063
C -5.34624 1.69153 1.52720 0.037 -0.010 -0.004
C -4.47778 1.60469 2.60687 -0.002 -0.030 -0.025
C -3.16895 1.17931 2.41769 -0.003 -0.055 0.010
H -1.99603 -1.87310 0.23447 0.045 -0.044 -0.071
H -0.33781 -2.07752 0.75730 -0.007 -0.013 -0.047
H -2.68295 -1.45996 2.65796 0.005 0.047 0.030
H -1.02885 -1.72482 3.15520 0.031 -0.013 0.034
H -3.19197 -6.21710 1.07781 0.005 -0.026 -0.024
H -4.99502 -6.57510 -0.56146 0.008 0.028 0.011
H -6.35442 -4.66039 -1.35085 0.027 0.004 0.025
H -5.90126 -2.38898 -0.47330 0.017 -0.016 0.014
H -4.11024 -2.02379 1.15339 -0.014 -0.014 -0.040
H -1.39399 -4.80774 -0.31298 0.008 -0.008 -0.001
H 0.72059 -5.53617 -1.34144 -0.005 0.012 0.043
H 2.79253 -5.64275 0.00793 -0.029 0.017 0.015
H 2.73649 -5.00547 2.40149 -0.037 -0.005 -0.012
H 0.61080 -4.30859 3.44339 0.016 -0.027 0.007
H 1.17296 -1.10152 2.14204 -0.010 0.069 0.047
H 2.82714 -0.28736 3.77027 -0.031 0.015 -0.012
H 2.65181 2.00413 4.68506 -0.022 -0.008 -0.037
H 0.81704 3.49298 3.93724 -0.020 -0.014 -0.004
H -0.83343 2.69336 2.29016 0.061 -0.029 0.016
H -3.24013 0.69854 -0.93527 0.005 0.044 0.027
H -5.57514 1.44718 -0.59305 0.034 -0.022 0.008
H -6.36600 2.02464 1.67880 0.042 0.000 -0.013
H -4.81837 1.86936 3.60038 0.016 -0.004 -0.027
H -2.49704 1.11851 3.26582 -0.038 -0.011 -0.022
S 6.34823 2.14963 -0.33205 0.033 -0.019 -0.024
C 4.58656 1.85912 -0.29274 0.038 0.008 0.004
C 4.05919 0.64766 -0.71603 0.060 -0.085 0.006
C 2.69636 0.44872 -0.61742 -0.154 0.003 0.149
N 1.86107 1.37234 -0.12514 0.390 0.212 -0.478
C 2.37587 2.54250 0.27312 -0.106 -0.208 0.194
C 3.72825 2.82674 0.19947 -0.014 0.010 0.081
C 6.68232 1.56236 1.32310 -0.023 0.039 -0.012
C 6.86496 0.20990 1.57237 0.021 -0.007 0.022
C 7.07452 -0.19541 2.88243 0.010 0.167 0.168
N 7.11740 0.64615 3.91890 -0.040 0.061 -0.203
C 6.95657 1.94532 3.65893 0.027 -0.221 0.014
C 6.73890 2.45284 2.38478 0.018 -0.023 0.019
H 4.69860 -0.12912 -1.11441 -0.025 0.026 0.013
H 2.24342 -0.48468 -0.93147 -0.002 0.072 -0.098
H 1.69061 3.27003 0.69045 -0.050 0.024 -0.138
H 4.09688 3.78826 0.53126 -0.009 -0.031 0.000
H 6.84530 -0.51108 0.76444 -0.012 0.035 0.044
H 7.21615 -1.24621 3.11362 -0.002 0.035 -0.005
H 7.00008 2.61311 4.51319 0.004 -0.021 -0.030
H 6.61246 3.51594 2.22267 -0.006 -0.051 0.017
O -1.46261 5.24363 -1.83925 0.364 -0.547 0.522
Se -0.50826 4.37063 -0.85625 0.640 0.564 0.272
O -1.28785 3.06420 -0.12888 0.483 -0.535 -0.364
O 0.60197 3.50030 -1.89295 -0.944 -0.933 2.105
O 0.37091 5.19723 0.22985 -0.613 -0.499 -0.568
C -3.54996 2.98904 -3.29458 -0.049 0.010 0.035
C -2.42369 2.45838 -4.14638 0.104 -0.177 0.327
O -1.46227 1.78248 -3.30059 0.375 0.213 -0.584
P 0.08569 1.53986 -3.90401 -0.735 -1.013 0.052
O 0.56305 0.44484 -2.90489 -0.269 0.608 0.189
Te 0.82049 4.45374 -3.86151 0.363 0.977 -1.919
O -0.30703 0.81908 -5.30012 0.133 -0.121 -0.341
C 0.14399 1.37503 -6.54964 0.122 -0.115 0.113
C 1.40059 0.67685 -7.02545 -0.034 -0.057 0.141
H -4.30714 3.43473 -3.94545 0.011 -0.022 0.074
H -3.18699 3.75054 -2.60454 -0.015 -0.034 -0.006
H -4.01385 2.18023 -2.72310 0.031 0.055 -0.083
H -1.93202 3.27632 -4.67892 0.063 0.095 -0.052
H -2.78422 1.74001 -4.88279 0.033 -0.043 -0.053
H 0.32165 2.44744 -6.43953 -0.025 0.060 0.028
H -0.67264 1.24000 -7.25515 -0.085 -0.011 -0.014
H 2.20683 0.83236 -6.30470 0.006 -0.004 -0.076
H 1.71527 1.06215 -7.99802 -0.031 -0.009 0.059
H 1.22096 -0.39601 -7.10677 0.035 0.032 -0.035


# 2
140
Properties=species:S:1:pos:R:3:forces:R:3 method="wB97M-V/def2-TZVPD" gap_ev=9.321 e_tot_ev=-2489068.007 total_charge=0 molar_mass_g_mol=3781.39
C 5.08191 3.05841 0.24960 0.879 -0.648 0.479
C 4.45771 1.86724 1.00504 0.331 1.543 -0.718
O 4.32353 0.81911 0.05888 -0.701 -0.541 -0.001
C 4.13908 -0.49526 0.60429 1.051 1.808 -0.584
C 5.54844 -1.00445 1.05889 -0.159 -0.206 0.732
Br 7.06197 -0.20139 0.09974 -0.145 -0.321 -0.027
C 5.79757 -2.49052 1.31279 0.503 0.132 0.579
C 4.74609 -3.22930 2.16562 0.500 -0.096 -0.154
O 3.44845 -0.34699 1.81145 -0.287 -1.278 -0.315
C 2.04851 -0.20805 1.78607 -0.404 0.630 0.267
C 1.56533 -0.56625 3.17232 -0.522 0.266 0.062
C 2.34905 -1.23533 4.07517 1.709 -0.468 -0.510
C 1.92249 -1.56165 5.33590 -0.956 -0.052 -0.395
N 0.71845 -1.21062 5.77310 0.213 -0.156 0.147
C -0.01647 -0.53169 4.91000 -1.486 0.419 0.421
C 0.31124 -0.19001 3.62163 0.689 0.092 -0.547
C 1.26568 -0.92708 0.65434 0.874 -0.680 1.099
I 0.71044 -2.92942 1.37699 0.184 0.126 -0.432
N 2.01253 -0.94678 -0.67156 -0.365 0.571 0.657
C 1.88651 0.32768 -1.47235 0.562 0.865 -0.709
C 1.21975 1.54666 -0.85158 -0.019 0.233 -0.098
C 1.14917 2.68333 -1.88070 0.665 -0.887 -0.071
F 2.16619 2.52486 -2.77735 0.074 0.004 -0.209
F 1.39889 3.86746 -1.29963 -0.641 0.322 0.273
C -0.11905 2.73477 -2.77754 0.788 0.544 -0.360
F -0.10220 1.62529 -3.53621 -0.366 -0.444 0.278
F 0.09502 3.75328 -3.62820 -0.154 0.280 0.020
C -1.50964 2.98575 -2.08316 0.017 0.834 -0.308
F -1.33375 3.32509 -0.79155 0.086 -0.691 0.296
F -2.02811 4.07899 -2.66813 -0.262 0.041 -0.035
C -2.54497 1.86066 -2.30432 0.059 -0.189 -1.107
F -2.05468 0.64873 -2.02796 0.087 -0.010 0.945
F -2.74815 1.85658 -3.64525 -0.092 0.348 -0.126
C -3.96917 2.01944 -1.70858 -0.745 -0.122 -0.076
F -4.51577 3.19748 -2.02815 0.737 0.232 0.688
F -4.72704 1.11097 -2.35973 0.235 -0.604 0.204
C -4.24214 1.80591 -0.20185 -0.542 0.185 0.652
F -3.71410 2.77213 0.56576 0.841 0.087 -0.368
F -5.57279 1.96296 -0.05969 -0.254 -0.307 -0.345
C -3.90284 0.45638 0.48406 -0.263 -0.239 0.836
F -4.44748 0.57614 1.71785 -0.262 0.186 -0.075
F -2.58967 0.28802 0.70521 0.250 0.133 -0.691
C -4.51118 -0.85552 -0.09269 0.440 -1.058 0.529
F -4.51020 -1.73634 0.94848 0.366 0.597 -0.588
F -3.78733 -1.40680 -1.04826 0.261 0.372 -0.223
F -5.74730 -0.70658 -0.52035 -0.143 0.340 -0.001
C 1.16924 -2.00491 -1.48378 -1.947 -2.813 -1.953
O 1.68758 -3.05203 -1.85696 1.174 1.197 0.805
O 0.00949 -1.64573 -1.61257 -0.048 1.305 0.514
C 3.43927 -1.35779 -0.44689 0.156 -1.297 0.613
C 4.32431 -1.69774 -1.67375 0.429 -0.899 -0.975
C 4.67029 -3.21779 -1.77846 -0.226 0.490 0.654
C 3.90211 -1.28627 -3.09757 0.363 0.832 -0.547
C 4.87181 -1.81617 -4.18699 -0.456 0.762 0.684
H 4.96434 2.95964 -0.82656 -0.409 0.202 -0.010
H 4.75268 4.01622 0.64420 -0.252 0.024 -0.193
H 6.15794 3.00667 0.42867 0.051 0.138 -0.177
H 3.49380 2.21935 1.38544 -0.136 -0.495 0.174
H 5.11964 1.64067 1.83864 -0.188 -0.405 0.103
H 5.68301 -0.55032 2.03835 -0.251 0.221 -0.009
H 6.10872 -3.04438 0.43192 -0.369 0.116 -0.265
H 6.70353 -2.50297 1.92971 -0.295 0.195 -0.368
H 5.03969 -3.17293 3.21490 -0.200 0.137 0.076
H 3.73018 -2.86125 2.07454 -0.082 -0.143 -0.101
H 4.78839 -4.29003 1.91500 -0.233 -0.018 -0.046
H 1.80276 0.86181 1.72011 0.147 0.021 -0.388
H 3.35125 -1.51936 3.78721 -0.005 -0.018 0.010
H 2.55997 -2.10322 6.00824 -0.044 -0.457 -0.059
H -0.98614 -0.20821 5.26302 -0.164 -0.053 0.208
H -0.35896 0.37265 2.98650 -0.222 0.027 0.110
H 0.28047 -0.49718 0.56335 0.054 0.184 -0.472
H 2.89506 0.62779 -1.72701 0.039 -0.085 0.309
H 1.42364 0.14210 -2.43535 -0.295 -0.596 0.204
H 1.86062 1.95330 -0.07114 -0.252 -0.049 0.254
H 0.20538 1.36356 -0.50242 0.050 -0.111 0.263
H 3.32305 -2.31364 0.07179 -0.167 -0.042 -0.090
H 5.30017 -1.23496 -1.52428 -0.242 0.421 0.159
H 3.98236 -3.69962 -2.46504 0.038 -0.185 0.038
H 4.60372 -3.73835 -0.82025 0.085 0.410 -0.269
H 5.70045 -3.33465 -2.10612 0.001 -0.006 -0.234
H 3.95526 -0.19793 -3.20503 -0.108 0.012 0.164
H 2.89682 -1.57710 -3.40346 -0.068 -0.161 0.387
H 5.89158 -1.72804 -3.81171 0.135 -0.262 -0.216
H 4.76862 -1.13886 -5.03288 0.071 -0.220 -0.240
H 4.61039 -2.82502 -4.48621 0.320 -0.108 -0.018
C -6.22436 5.64330 -4.51131 -0.055 -0.194 -0.097
Br -7.16883 5.63879 -6.19183 -0.035 -0.164 0.112
Br -7.42034 5.36765 -3.02760 -0.029 -0.039 0.020
Br -4.77293 4.38187 -4.49903 -0.185 0.365 -0.617
H -5.79523 6.62430 -4.38770 -0.019 0.052 0.016
C -11.44831 5.65230 -2.59964 0.050 0.024 -0.155
Br -10.62692 6.78494 -1.27884 -0.028 -0.012 0.011
Br -12.00130 3.96903 -1.85055 -0.011 0.012 0.039
Br -12.89293 6.53908 -3.50868 0.045 -0.032 0.065
H -10.69143 5.43355 -3.34121 -0.005 -0.019 0.001
C -8.44399 -3.79781 1.61324 -0.024 0.091 0.049
Br -9.32368 -3.56206 3.31296 0.028 0.005 -0.077
Br -9.67708 -3.61366 0.14312 0.037 0.007 0.061
Br -6.92862 -2.62771 1.41943 -0.717 -0.539 0.250
H -8.07011 -4.81097 1.58828 -0.007 0.000 0.001
C 9.68542 -4.17615 0.24784 0.056 0.003 0.001
Br 8.76864 -3.86891 1.91645 0.486 -0.280 -0.034
Br 8.53222 -3.89809 -1.26756 0.014 0.002 0.056
Br 11.29248 -3.12644 0.12135 -0.078 -0.011 0.008
H 9.97998 -5.21536 0.23539 -0.010 -0.001 0.013
C -5.31795 1.18878 6.50773 0.014 -0.034 -0.022
Br -5.97020 -0.29382 7.54623 0.039 0.040 -0.029
Br -3.79140 2.02326 7.33472 -0.038 -0.046 -0.028
Br -4.94284 0.67200 4.69046 -0.004 0.021 0.115
H -6.10640 1.92625 6.47271 0.006 0.006 0.001
C 1.90056 -6.64060 -1.45385 -0.160 0.098 0.006
Br 2.17444 -8.53270 -1.20885 0.046 0.105 -0.031
Br 3.10621 -5.56670 -0.41891 -0.240 -0.816 0.419
Br 1.99665 -6.10111 -3.29546 -0.022 -0.232 0.041
H 0.90250 -6.41796 -1.10349 -0.009 -0.002 -0.028
C -12.20252 1.96900 -5.34516 -0.038 -0.016 0.062
Br -11.30532 0.31871 -5.76421 -0.026 0.071 -0.004
Br -11.05924 3.49048 -5.63090 0.057 -0.011 -0.064
Br -13.86537 2.14254 -6.29858 0.070 0.000 0.020
H -12.43967 1.94606 -4.29067 0.009 0.026 0.001
C -7.01847 10.14557 -5.06224 -0.064 -0.001 0.048
Br -7.96000 11.00603 -6.50192 0.033 -0.062 0.046
Br -8.22419 9.32152 -3.80618 0.035 -0.020 -0.059
Br -5.72240 8.87990 -5.72085 0.088 0.349 -0.085
H -6.47466 10.91268 -4.53069 0.007 -0.007 0.000
C 0.27715 -3.35446 -5.35115 -0.026 0.005 0.155
Br 2.12491 -3.76094 -5.71056 -0.067 0.133 -0.217
Br 0.02042 -1.47328 -5.03607 0.029 -0.035 -0.073
Br -0.88044 -4.01654 -6.73952 0.059 0.047 0.039
H 0.01331 -3.86979 -4.43657 0.052 0.034 0.047
C 4.57203 0.21180 8.75153 -0.066 0.066 -0.071
Br 3.39961 -0.33394 7.31487 0.591 0.552 0.853
Br 3.60358 1.05346 10.18801 0.028 -0.063 -0.062
Br 5.64441 -1.26126 9.37515 0.029 0.033 0.005
H 5.25180 0.95043 8.35156 0.011 -0.008 0.020
C 7.10934 -5.04920 9.29134 -0.017 -0.004 0.002
Br 7.43764 -6.87861 9.78970 0.007 0.071 -0.032
Br 8.38618 -3.85171 10.09598 -0.055 -0.034 -0.041
Br 7.03952 -4.83119 7.37885 0.018 -0.007 0.061
H 6.13564 -4.78296 9.67741 0.000 0.005 -0.006